Here is C33H35CdF3GeN6O5Se as an isolated structure from the Open Molecules 2025 dataset. Energies are from the ωB97M-V functional and the def2-TZVPD basis.

As for the energy above the lowest of the compared OMol25 structures with the same formula, charge and spin: 1.1 kcal per mole. The calculation puts the orbital gap at 6.203 eV.

Geometry as ORCA input:
```
! RIJCOSX wB97M-V def2-TZVPD def2/J DEFGRID3
* xyz -2 1
Cd 0.25 1.17 -0.60
Se -1.48 -1.87 -0.93
Ge -4.40 -2.51 0.26
F 1.60 1.55 -3.38
F -0.49 1.02 -3.61
F 0.96 -0.51 -3.15
O 1.14 5.38 -0.19
O -2.73 0.77 -1.10
O -2.39 6.14 -3.71
O -4.23 1.57 -2.58
O 0.98 3.18 0.22
N 3.83 1.56 -0.49
N 4.36 1.78 0.73
N -1.30 3.04 -1.22
N 1.80 -0.18 0.53
N -0.84 0.88 1.47
N -0.13 0.62 2.59
C 2.61 -2.44 3.34
C -1.55 2.21 3.14
C 1.56 -2.21 4.24
C 4.43 3.10 0.83
C -4.19 -4.39 -0.30
C 3.51 -2.32 -1.97
C -0.56 -3.44 -0.24
C -2.05 5.10 -2.88
C 2.74 -0.63 -0.40
C 5.21 -1.83 -3.78
C 4.40 -1.43 -2.57
C 0.67 -1.21 3.89
C -2.67 -1.69 0.61
C -0.60 4.18 -1.25
C 4.47 -0.15 -2.05
C 3.58 2.71 -1.15
C 3.96 3.74 -0.33
C 0.62 4.27 -0.32
C -3.20 1.62 -1.89
C -0.53 1.41 3.60
C 2.70 -1.93 -0.92
C -5.35 -1.50 -1.11
C -2.79 3.93 -2.84
C 3.68 0.23 -0.98
C 1.76 -0.78 1.73
C -1.70 1.83 1.79
C -5.47 -2.54 1.92
C 0.77 -0.48 2.71
C -0.94 5.25 -2.07
C 1.43 -2.97 5.53
C -2.38 2.92 -1.99
C 2.71 -1.76 2.15
C 0.59 0.77 -2.80
H -0.34 6.15 -2.05
H 6.21 -1.39 -3.74
H -2.08 2.97 3.67
H 3.09 2.68 -2.11
H -2.15 -2.10 1.48
H -3.77 -4.99 0.51
H -0.05 1.36 4.56
H 5.16 0.58 -2.46
H 4.81 3.54 1.73
H -2.80 -0.62 0.74
H -1.28 -4.22 0.02
H 4.73 -1.49 -4.70
H -2.35 2.21 1.02
H -5.65 -1.53 2.27
H -3.67 3.77 -3.44
H 3.43 -3.33 -2.36
H 3.36 -3.19 3.58
H 0.39 -3.19 5.76
H 0.03 -3.17 0.63
H -0.16 -0.99 4.55
H -4.66 -0.85 -1.64
H -5.85 -2.16 -1.82
H 1.97 -3.92 5.48
H 3.55 -1.96 1.50
H 5.32 -2.91 -3.84
H 3.79 4.79 -0.49
H -3.16 5.86 -4.22
H -4.96 -3.10 2.71
H -6.44 -3.02 1.74
H -5.15 -4.81 -0.59
H 0.10 -3.82 -1.03
H 2.00 -2.63 -0.49
H -3.51 -4.44 -1.16
H 1.84 -2.41 6.38
H -6.10 -0.85 -0.64
*
```

Atom charges from the Mulliken analysis, given in e for atoms 1 to 5: Cd 3.2232; Se 0.1649; Ge 0.8518; F -0.2908; F -0.2798

=====

Here is C18H12F5KN4O3Te as an isolated structure from the Open Molecules 2025 dataset. Energies are from the ωB97M-V functional and the def2-TZVPD basis.

As for the energy above the lowest of the compared OMol25 structures with the same formula, charge and spin: 32.0 kcal per mole. The calculation puts the orbital gap at 5.364 eV.

Geometry as ORCA input:
```
! RIJCOSX wB97M-V def2-TZVPD def2/J DEFGRID3
* xyz -2 1
Te 2.94 -0.80 2.49
K 0.38 0.09 0.42
F 4.64 -1.17 1.72
F 1.88 -0.24 3.97
F 3.51 -2.21 3.59
F 1.38 -1.97 2.45
F 4.11 0.27 3.54
O -0.21 -2.46 -3.42
O 2.49 0.40 1.27
O -3.23 3.08 0.04
N -0.60 -0.92 -1.69
N 1.68 -2.06 -0.41
N -1.77 1.28 -0.36
N -0.36 2.10 1.93
C -1.76 -0.32 -2.23
C 0.29 2.52 3.02
C -1.30 4.24 3.41
C 1.27 -2.46 -1.62
C 0.02 -1.90 -2.32
C 3.54 -3.61 -0.55
C -0.14 3.58 3.80
C 3.11 -4.02 -1.80
C -3.51 -0.17 -3.95
C 1.97 -3.45 -2.32
C 2.76 -2.66 0.07
C -4.09 0.90 -3.29
C -2.37 -0.76 -3.42
C -2.36 0.80 -1.55
C -1.47 2.74 1.55
C -3.52 1.36 -2.11
C -2.25 2.33 0.28
C -1.97 3.82 2.28
H -4.98 1.38 -3.68
H 0.42 3.87 4.68
H -1.92 -1.60 -3.93
H -3.96 2.19 -1.60
H 1.18 1.97 3.28
H -2.87 4.29 1.92
H 3.65 -4.78 -2.35
H 3.04 -2.38 1.08
H 4.42 -4.01 -0.06
H -3.93 -0.55 -4.88
H -1.68 5.08 3.99
H 1.56 -3.74 -3.28
*
```

Atom charges from the natural (NBO) analysis, given in e for atoms 1 to 5: Te 3.3222; K 0.9188; F -0.6420; F -0.6525; F -0.6186

=====

Here is C43H51BrCsN5O2Te as an isolated structure from the Open Molecules 2025 dataset. Energies are from the ωB97M-V functional and the def2-TZVPD basis.

As for the energy above the lowest of the compared OMol25 structures with the same formula, charge and spin: 28.2 kcal per mole. The calculation puts the orbital gap at 4.941 eV.

Geometry as ORCA input:
```
! RIJCOSX wB97M-V def2-TZVPD def2/J DEFGRID3
* xyz -2 1
Cs -0.94 -0.73 0.38
Te -0.53 -1.93 4.26
Br 3.14 9.58 0.33
O 4.92 0.19 6.02
O -1.06 1.77 0.54
N 3.29 -0.33 3.83
N -2.81 1.76 -1.55
N -2.89 6.57 -1.42
N -2.45 7.74 -1.24
N 2.14 -1.07 1.76
C 2.75 -2.00 -2.82
C -0.79 -3.22 -2.24
C -2.29 -2.45 5.31
C -3.10 -3.50 4.88
C 0.59 -3.36 -1.93
C 5.33 0.57 4.72
C -3.86 -2.11 7.14
C -0.12 -4.93 -0.13
C -1.51 5.32 0.21
C -4.65 -3.16 6.70
C 4.14 0.85 3.82
C -2.34 5.42 -0.92
C -1.13 8.02 -0.79
C 2.97 -0.97 -3.94
C 2.22 -4.21 -0.11
C 1.27 7.90 -1.03
C -2.70 -1.76 6.46
C 0.01 7.44 -1.35
C 0.29 -1.66 -3.44
C -3.41 -1.75 -2.79
C 4.11 -0.98 5.99
C 0.29 9.55 0.44
C 1.04 -4.52 -1.05
C -1.09 4.11 0.71
C -0.98 -2.19 -3.17
C 1.39 -5.76 -1.90
C -2.39 2.94 -1.03
C -2.67 -2.90 -4.86
C 2.66 -0.71 2.73
C -2.18 -0.49 -4.56
C -2.29 -1.83 -3.83
C 3.62 -3.21 -3.19
C 2.87 -0.77 5.16
C -4.16 2.99 -3.10
C -0.97 9.09 0.09
C 1.40 8.95 -0.13
C -3.73 4.19 -2.59
C -2.82 4.19 -1.51
C 3.29 -1.33 -1.54
C -1.45 2.86 0.11
C 1.27 -2.36 -2.70
C -4.26 -3.85 5.56
C -3.67 1.80 -2.54
H 4.68 -2.92 -3.24
H -4.87 -4.68 5.20
H -4.14 -1.55 8.03
H -3.19 -0.96 -2.06
H 0.48 -0.82 -4.10
H 3.13 -3.97 -0.65
H -1.58 -3.85 -1.85
H 2.43 -5.09 0.51
H 3.18 -1.95 -0.66
H 2.46 -0.03 -3.73
H -3.49 -2.69 -2.24
H 3.58 1.71 4.20
H 5.94 1.47 4.83
H -0.93 -5.41 -0.68
H -0.48 4.06 1.60
H 2.74 -0.41 -1.35
H -1.44 -0.55 -5.37
H 1.99 -3.38 0.55
H -4.38 -1.54 -3.25
H -4.01 0.85 -2.93
H -3.62 -2.65 -5.37
H 2.25 -5.57 -2.55
H -0.51 -4.02 0.34
H -1.85 0.30 -3.88
H -0.09 6.61 -2.04
H -3.14 -0.20 -5.00
H 4.04 -0.76 -4.04
H -4.08 5.13 -2.99
H 2.61 -1.35 -4.90
H -1.86 9.56 0.50
H 5.94 -0.23 4.27
H -2.81 -4.06 4.00
H 2.14 7.45 -1.47
H 2.23 0.00 5.61
H 2.26 -1.67 5.07
H 1.62 -6.62 -1.26
H -2.78 -3.87 -4.38
H -4.87 2.95 -3.92
H 4.46 1.06 2.80
H 0.22 -5.62 0.65
H -1.89 -3.00 -5.62
H 0.55 -6.01 -2.54
H 3.32 -3.59 -4.17
H 3.85 -1.20 7.02
H -1.23 6.22 0.74
H -5.55 -3.43 7.23
H 3.53 -4.02 -2.48
H -2.10 -0.93 6.81
H 4.36 -1.08 -1.66
H 0.40 10.36 1.14
H 4.70 -1.81 5.58
*
```

Atom charges from the Mulliken analysis, given in e for atoms 1 to 5: Cs 0.9415; Te -0.2572; Br -0.2356; O -0.3773; O -0.6603

=====

Please write out number 1 again, unchanged.
Here is C33H35CdF3GeN6O5Se as an isolated structure from the Open Molecules 2025 dataset. Energies are from the ωB97M-V functional and the def2-TZVPD basis.

As for the energy above the lowest of the compared OMol25 structures with the same formula, charge and spin: 1.1 kcal per mole. The calculation puts the orbital gap at 6.203 eV.

Geometry as ORCA input:
```
! RIJCOSX wB97M-V def2-TZVPD def2/J DEFGRID3
* xyz -2 1
Cd 0.25 1.17 -0.60
Se -1.48 -1.87 -0.93
Ge -4.40 -2.51 0.26
F 1.60 1.55 -3.38
F -0.49 1.02 -3.61
F 0.96 -0.51 -3.15
O 1.14 5.38 -0.19
O -2.73 0.77 -1.10
O -2.39 6.14 -3.71
O -4.23 1.57 -2.58
O 0.98 3.18 0.22
N 3.83 1.56 -0.49
N 4.36 1.78 0.73
N -1.30 3.04 -1.22
N 1.80 -0.18 0.53
N -0.84 0.88 1.47
N -0.13 0.62 2.59
C 2.61 -2.44 3.34
C -1.55 2.21 3.14
C 1.56 -2.21 4.24
C 4.43 3.10 0.83
C -4.19 -4.39 -0.30
C 3.51 -2.32 -1.97
C -0.56 -3.44 -0.24
C -2.05 5.10 -2.88
C 2.74 -0.63 -0.40
C 5.21 -1.83 -3.78
C 4.40 -1.43 -2.57
C 0.67 -1.21 3.89
C -2.67 -1.69 0.61
C -0.60 4.18 -1.25
C 4.47 -0.15 -2.05
C 3.58 2.71 -1.15
C 3.96 3.74 -0.33
C 0.62 4.27 -0.32
C -3.20 1.62 -1.89
C -0.53 1.41 3.60
C 2.70 -1.93 -0.92
C -5.35 -1.50 -1.11
C -2.79 3.93 -2.84
C 3.68 0.23 -0.98
C 1.76 -0.78 1.73
C -1.70 1.83 1.79
C -5.47 -2.54 1.92
C 0.77 -0.48 2.71
C -0.94 5.25 -2.07
C 1.43 -2.97 5.53
C -2.38 2.92 -1.99
C 2.71 -1.76 2.15
C 0.59 0.77 -2.80
H -0.34 6.15 -2.05
H 6.21 -1.39 -3.74
H -2.08 2.97 3.67
H 3.09 2.68 -2.11
H -2.15 -2.10 1.48
H -3.77 -4.99 0.51
H -0.05 1.36 4.56
H 5.16 0.58 -2.46
H 4.81 3.54 1.73
H -2.80 -0.62 0.74
H -1.28 -4.22 0.02
H 4.73 -1.49 -4.70
H -2.35 2.21 1.02
H -5.65 -1.53 2.27
H -3.67 3.77 -3.44
H 3.43 -3.33 -2.36
H 3.36 -3.19 3.58
H 0.39 -3.19 5.76
H 0.03 -3.17 0.63
H -0.16 -0.99 4.55
H -4.66 -0.85 -1.64
H -5.85 -2.16 -1.82
H 1.97 -3.92 5.48
H 3.55 -1.96 1.50
H 5.32 -2.91 -3.84
H 3.79 4.79 -0.49
H -3.16 5.86 -4.22
H -4.96 -3.10 2.71
H -6.44 -3.02 1.74
H -5.15 -4.81 -0.59
H 0.10 -3.82 -1.03
H 2.00 -2.63 -0.49
H -3.51 -4.44 -1.16
H 1.84 -2.41 6.38
H -6.10 -0.85 -0.64
*
```

Atom charges from the Mulliken analysis, given in e for atoms 1 to 5: Cd 3.2232; Se 0.1649; Ge 0.8518; F -0.2908; F -0.2798

=====

> Number 2 is which compound?

C18H12F5KN4O3Te

=====

Copy entry 2 word for word.
Here is C18H12F5KN4O3Te as an isolated structure from the Open Molecules 2025 dataset. Energies are from the ωB97M-V functional and the def2-TZVPD basis.

As for the energy above the lowest of the compared OMol25 structures with the same formula, charge and spin: 32.0 kcal per mole. The calculation puts the orbital gap at 5.364 eV.

Geometry as ORCA input:
```
! RIJCOSX wB97M-V def2-TZVPD def2/J DEFGRID3
* xyz -2 1
Te 2.94 -0.80 2.49
K 0.38 0.09 0.42
F 4.64 -1.17 1.72
F 1.88 -0.24 3.97
F 3.51 -2.21 3.59
F 1.38 -1.97 2.45
F 4.11 0.27 3.54
O -0.21 -2.46 -3.42
O 2.49 0.40 1.27
O -3.23 3.08 0.04
N -0.60 -0.92 -1.69
N 1.68 -2.06 -0.41
N -1.77 1.28 -0.36
N -0.36 2.10 1.93
C -1.76 -0.32 -2.23
C 0.29 2.52 3.02
C -1.30 4.24 3.41
C 1.27 -2.46 -1.62
C 0.02 -1.90 -2.32
C 3.54 -3.61 -0.55
C -0.14 3.58 3.80
C 3.11 -4.02 -1.80
C -3.51 -0.17 -3.95
C 1.97 -3.45 -2.32
C 2.76 -2.66 0.07
C -4.09 0.90 -3.29
C -2.37 -0.76 -3.42
C -2.36 0.80 -1.55
C -1.47 2.74 1.55
C -3.52 1.36 -2.11
C -2.25 2.33 0.28
C -1.97 3.82 2.28
H -4.98 1.38 -3.68
H 0.42 3.87 4.68
H -1.92 -1.60 -3.93
H -3.96 2.19 -1.60
H 1.18 1.97 3.28
H -2.87 4.29 1.92
H 3.65 -4.78 -2.35
H 3.04 -2.38 1.08
H 4.42 -4.01 -0.06
H -3.93 -0.55 -4.88
H -1.68 5.08 3.99
H 1.56 -3.74 -3.28
*
```

Atom charges from the natural (NBO) analysis, given in e for atoms 1 to 5: Te 3.3222; K 0.9188; F -0.6420; F -0.6525; F -0.6186

=====

> Look up the energy above the lowest of the compared OMol25 structures with the same formula, charge and spin of the first one.

1.1 kcal per mole